Record 1
DFT (wB97M-V/def2-TZVPD) results for a 8-piece molecular cluster, C24H48Br6O8 overall.

For the LUMO energy, the calculation gives 0.22 eV. The energy above the lowest of the compared OMol25 structures with the same formula, charge and spin comes out at 20.5 kcal/mol. The calculated total energy comes out at -462301.771 eV. The highest occupied orbital energy comes out at -9.703 eV. The multiplicity is 1.

Geometry as XYZ:
```
86
Properties=species:S:1:pos:R:3:forces:R:3
C 6.79042 -0.67751 -0.23440 -0.21 -0.52 0.69
C 5.40719 -1.10901 -0.67289 0.87 0.51 -0.10
O 4.91030 -2.10125 -0.20141 -0.52 -0.21 0.00
C 4.68125 -0.22459 -1.65803 -0.24 -0.80 -0.72
H 7.23279 -1.42402 0.42643 -0.23 -0.20 -0.09
H 6.57701 0.17511 0.41847 0.54 0.44 -0.42
H 7.51006 -0.51841 -1.03382 -0.28 0.61 -0.13
H 4.87808 -0.62422 -2.66200 0.23 -0.12 0.17
H 4.98401 0.81542 -1.73580 -0.06 0.08 0.54
H 3.61293 -0.38692 -1.52903 -0.12 0.43 0.17
C -4.49743 -1.79837 0.43513 0.46 -0.22 0.06
C -4.97093 -0.79706 1.47070 0.01 -0.81 0.00
O -4.54157 0.32313 1.41971 0.28 0.95 0.07
C -6.00443 -1.19115 2.46952 -1.60 -0.02 0.99
H -4.14240 -2.75783 0.81829 -0.30 0.05 0.41
H -3.63388 -1.35158 -0.05642 -0.23 0.10 -0.31
H -5.29590 -2.02910 -0.27099 0.00 0.14 -0.09
H -6.22624 -0.43628 3.22608 0.60 0.31 -0.30
H -5.87028 -2.09604 3.06494 0.57 -0.20 -0.47
H -6.98349 -1.32431 1.99153 0.22 -0.18 -0.44
O -4.38361 -0.22388 4.87759 0.04 -0.05 0.07
C -3.51242 0.11221 5.64663 -0.71 0.01 -0.65
O -2.44155 0.80543 5.25875 0.09 -0.20 0.81
C -2.23549 1.08206 3.86894 0.34 -0.74 -0.56
C -2.57249 2.49468 3.52298 0.26 0.63 -0.14
C -3.54820 -0.24015 7.10827 0.61 0.07 -0.20
H -2.74637 0.38263 3.20452 -0.32 -0.01 0.43
H -1.17829 0.86905 3.70669 0.01 0.30 0.13
H -3.62335 2.69640 3.31732 -0.06 -0.26 0.11
H -1.99873 2.73384 2.62458 -0.12 0.19 -0.02
H -2.24065 3.16222 4.32113 0.02 0.05 -0.09
H -3.90878 0.58312 7.72230 -0.04 0.09 -0.12
H -2.52995 -0.47312 7.42097 -0.11 -0.08 0.20
H -4.20672 -1.09532 7.21482 0.01 -0.01 0.12
O -0.22106 0.20432 1.50467 -0.40 -0.51 -0.04
C -0.38262 0.49855 0.34220 1.27 1.50 0.97
O -0.34863 -0.35834 -0.66165 -0.64 0.08 -0.42
C -0.30132 -1.74832 -0.35105 0.97 -1.10 0.40
C 1.06818 -2.22228 0.19346 -1.19 -0.20 -0.54
C -0.42527 1.95718 -0.09045 -1.32 -0.03 -0.31
H -0.48252 -2.24778 -1.29917 -0.18 0.16 -0.07
H -1.04996 -2.06153 0.37688 -0.35 0.46 -0.15
H 1.18847 -3.24796 -0.15584 0.19 0.02 -0.02
H 1.04638 -2.26760 1.27749 0.42 0.48 0.03
H 1.84275 -1.61095 -0.25640 0.36 0.01 0.37
H -1.00565 2.57042 0.60012 0.11 -0.38 0.48
H -1.02414 2.04030 -0.99660 0.58 0.05 -0.42
H 0.54745 2.44121 -0.15436 0.13 -0.40 -0.36
O 6.00478 -2.19238 -4.06238 0.24 -0.23 0.48
C 4.96090 -2.62213 -4.48568 0.44 0.49 -0.68
O 4.18794 -3.49846 -3.86883 -0.18 -0.11 -0.43
C 4.57287 -4.08141 -2.63154 -1.14 -1.59 1.31
C 3.25577 -4.17848 -1.84395 -0.08 1.22 0.54
C 4.41722 -2.13145 -5.80550 -0.55 0.26 -0.02
H 5.33173 -3.56125 -2.05629 -0.03 0.36 -0.41
H 4.89947 -5.10865 -2.79394 0.41 0.10 -0.47
H 3.25288 -4.61030 -0.84147 0.78 -0.38 -0.18
H 2.43746 -4.65089 -2.38361 0.18 0.02 -0.35
H 2.99837 -3.14209 -1.61153 -0.35 -0.05 -0.29
H 4.87293 -1.15922 -5.96931 0.02 -0.01 -0.16
H 3.33171 -2.01559 -5.80748 0.04 -0.07 0.23
H 4.64167 -2.77316 -6.65661 0.27 -0.21 0.22
Br -3.80349 1.97526 -1.77367 0.02 0.39 0.30
C -4.02523 3.80265 -1.07962 -0.55 0.50 -0.70
C -4.90019 3.76650 0.15139 0.29 -0.42 0.42
Br -5.04664 5.56315 0.93559 -0.01 -0.50 -0.28
H -4.50324 4.34699 -1.89306 -0.28 -0.17 0.05
H -3.07730 4.32641 -0.98202 0.27 -0.59 0.49
H -4.50418 3.09911 0.91550 0.28 0.25 0.07
H -5.89129 3.36569 -0.04463 -0.11 0.42 -0.26
Br -0.41718 2.94108 -5.35769 -0.36 -0.25 0.34
C -1.41953 1.47841 -4.50301 -0.24 0.28 -0.15
C -1.61925 0.32266 -5.47683 0.91 0.59 0.82
Br 0.15764 -0.50976 -5.76104 -0.76 -0.09 -0.05
H -2.37595 1.86852 -4.14909 0.04 0.17 -0.50
H -0.89048 1.22934 -3.58665 0.30 -0.30 -0.24
H -1.97867 0.67826 -6.43493 0.02 -0.13 -0.08
H -2.30616 -0.38784 -5.02485 0.18 -0.30 -0.17
Br 3.64012 4.19143 3.78148 0.06 -0.49 0.12
C 3.37507 2.38630 3.07032 -0.97 0.79 -1.12
C 2.41890 2.43824 1.86741 0.54 -0.15 -0.45
Br 3.28152 3.46789 0.39111 -0.31 -0.54 0.34
H 2.98141 1.74842 3.85349 0.04 0.03 0.10
H 4.30973 2.02320 2.65713 0.25 0.02 0.46
H 1.43017 2.87966 1.92202 0.16 0.26 0.77
H 2.25557 1.42147 1.50899 0.24 0.01 -0.15
```
Positions in Å, forces in eV/Å.

Record 2
DFT (wB97M-V/def2-TZVPD) results for an isolated molecule of C6H12N2O8.

For the LUMO energy, the calculation gives -0.86 eV. The energy above the lowest of the compared OMol25 structures with the same formula, charge and spin comes out at 0.0 kcal/mol. The calculated total energy comes out at -25762.274 eV. The highest occupied orbital energy comes out at -10.303 eV. The multiplicity is 1.

Geometry as XYZ:
```
28
Properties=species:S:1:pos:R:3:forces:R:3
N -0.32848 -0.07891 0.70905 0.02 -1.50 0.06
O -0.80067 -1.22046 0.72413 1.18 3.50 -0.13
O -1.33467 1.00685 1.06927 1.07 -0.25 0.92
O 0.77586 0.32968 0.43638 -2.15 -0.81 0.57
C -4.21147 3.21853 3.80886 -0.63 -0.07 -0.62
C -3.01831 3.14242 4.71975 1.11 -0.52 -0.56
C -3.02410 1.77780 5.39796 -0.04 -0.06 0.32
C -1.64270 3.34341 3.88255 1.44 1.13 -0.04
C -1.66788 4.68584 3.11829 -0.07 0.11 0.12
C -0.37650 3.23834 4.78271 -0.45 0.01 0.16
O -1.75454 2.20239 3.00472 -1.00 -1.77 -0.99
O -0.64174 1.65013 2.22072 -0.19 1.05 0.17
O -3.01884 4.16810 5.73461 -1.91 1.04 -0.14
N -4.39486 5.00627 5.73097 0.82 -0.32 0.89
O -5.21334 4.60777 6.52659 1.56 0.62 -1.62
O -4.35554 5.97203 5.02360 -0.18 -1.29 0.90
H -4.14672 2.48131 3.00666 0.18 0.05 0.15
H -5.10809 2.97860 4.37112 -0.17 -0.07 0.16
H -4.37469 4.18675 3.34897 0.18 0.11 -0.06
H -2.86845 0.97594 4.67317 -0.04 0.18 0.09
H -2.26656 1.70187 6.17663 0.02 0.07 -0.03
H -3.99297 1.63909 5.87442 -0.05 -0.03 0.06
H -1.79272 5.52214 3.81675 0.07 -0.29 0.08
H -0.77279 4.91849 2.52292 -0.10 -0.51 0.28
H -2.52283 4.73655 2.44968 -0.01 -0.14 -0.16
H -0.37253 4.02476 5.55420 -0.19 -0.17 -0.36
H -0.40146 2.28229 5.30916 0.19 0.03 -0.11
H 0.58338 3.32195 4.24168 -0.66 -0.06 -0.09
```
Positions in Å, forces in eV/Å.

Q: Among the records above, which one has the lowest highest occupied orbital energy?
A: C6H12N2O8